Below is a molecular structure, C38H43N5O2OsP2SSe2Si in a non-equilibrium geometry, with properties calculated with ωB97M-V with the def2-TZVPD basis set.

Structure (XYZ):
```
95
Properties=species:S:1:pos:R:3:forces:R:3
C -1.146400 2.068300 8.195100 0.1 0.0 0.0
H -5.057600 -0.149900 6.526000 -0.1 0.1 0.1
H 0.670600 1.652800 7.147800 0.1 0.0 0.0
C -5.452300 -2.007500 3.729200 0.0 -0.1 0.1
H 6.987200 -1.253500 -3.728800 0.1 -0.1 0.0
C -5.768100 -1.390100 4.928000 0.1 -0.1 0.0
H -1.764900 2.620700 -3.562700 0.0 0.1 0.0
H 1.134100 1.085700 -4.453700 0.1 0.2 -0.3
C -4.820300 -0.625300 5.586600 0.0 0.0 0.1
H -0.935100 3.225900 -2.126400 0.0 0.1 0.0
N -1.386200 2.961000 1.905600 0.1 0.5 -0.1
H 0.336300 -2.557000 -1.998800 0.1 0.1 0.1
C -6.105400 0.813700 2.528900 -0.1 0.1 -0.1
H -3.082400 2.569100 8.960900 -0.1 0.0 0.1
H 3.641400 -1.555500 -1.097600 0.0 -0.1 0.1
C -4.597000 2.160300 3.830200 0.2 0.3 -0.1
S 2.178500 -0.519700 0.905700 -1.0 0.4 -1.0
H 2.994000 2.860800 -1.488300 0.2 -0.1 0.1
H 2.115200 -1.210000 7.381700 0.1 0.0 0.0
Se -3.101500 5.002100 3.823800 0.0 0.1 0.1
H 0.939900 -0.616600 -4.069300 0.1 -0.2 -0.1
C -0.416900 -1.016700 4.494200 -0.2 -0.1 -0.4
Si 1.784900 0.693500 -2.058900 0.5 0.9 -1.7
H -6.751800 -1.509700 5.354200 -0.1 0.0 0.1
C -1.550300 -2.163700 -2.353500 -0.4 0.0 -0.2
C 1.777100 -0.588700 5.359200 0.1 0.0 0.0
C -2.260400 2.479700 5.684900 0.0 0.2 -0.4
C -2.476000 2.436800 8.077800 -0.1 0.0 0.1
H -0.715300 1.911200 9.172000 0.1 0.0 0.1
H -3.228200 -0.068400 0.114200 0.1 0.1 0.0
H -0.277100 0.538600 -3.560500 -0.3 0.1 0.1
C -1.900400 3.174400 -2.631300 0.3 -0.2 -0.1
H 3.704000 1.425400 -4.144200 -0.1 0.2 -0.1
H -8.130600 0.748700 3.210300 -0.1 0.0 0.0
C 1.410400 -1.168200 6.563600 0.0 0.0 0.0
H -2.817700 0.125100 5.562500 0.0 0.0 0.1
C 4.164600 0.593200 -3.632200 -0.1 0.1 0.0
H 1.968600 3.068300 -2.894300 0.0 0.1 -0.2
C 6.013800 -0.913900 -3.406400 0.1 0.0 0.0
H -4.013900 1.032000 2.116100 0.0 0.0 0.0
O -0.370800 -2.059100 -1.571000 0.4 -0.1 0.0
N -2.865700 2.499300 -1.787100 0.0 0.0 0.2
C -0.368800 1.926500 7.059300 0.1 0.0 0.1
C -1.953700 -3.611300 -2.596100 0.2 0.3 0.2
C 5.400400 0.143400 -4.057600 0.1 0.1 -0.1
H -3.687500 3.008000 -1.509500 0.0 -0.1 0.1
H -0.300900 2.040100 4.923900 0.0 0.0 0.0
H -5.504800 3.302500 5.398200 0.0 0.1 0.0
C -0.917100 2.139400 5.806700 -0.1 0.0 -0.2
C -1.400900 0.846600 2.548800 -0.1 0.0 -0.1
H -4.341000 1.243700 -0.116900 0.1 0.0 -0.1
N -0.617600 1.009900 1.462700 -0.4 0.1 0.0
H -7.737200 2.330800 5.059100 -0.1 0.1 0.1
C -3.030400 2.647900 6.830700 -0.1 -0.1 -0.1
H -2.937600 -3.645400 -3.056200 -0.1 -0.1 -0.1
P -2.951000 2.930000 4.049300 -0.3 0.1 0.3
O -1.456900 0.795600 -1.368300 1.1 -0.4 -0.1
H -1.752900 -2.081200 5.794300 0.0 0.0 0.1
H -1.243000 -4.110900 -3.251000 0.1 -0.1 -0.1
Os 0.398900 0.093700 -0.228500 0.5 -1.4 1.4
C -7.145100 1.156400 3.374900 -0.1 0.1 -0.1
C 0.868500 -0.514200 4.319300 0.0 0.0 0.0
C 5.374100 -1.523700 -2.341600 0.1 -0.1 0.0
H 1.273500 3.078400 -1.272200 -0.1 0.0 0.0
H 1.168900 -0.090500 3.367200 0.0 0.1 0.0
P -1.582500 -0.859400 3.102100 -0.3 0.0 0.6
H -6.192900 -2.609700 3.223500 0.0 -0.1 -0.1
C 3.506900 -0.002500 -2.558700 -0.6 0.1 0.6
H -1.987300 -4.144900 -1.648700 -0.1 -0.1 0.1
C 0.786200 0.391200 -3.698700 0.3 0.1 0.8
H -4.063100 2.947400 6.750700 -0.1 0.0 0.0
C -5.660500 2.562500 4.628300 0.1 0.0 0.1
C -2.535800 1.355000 -1.156700 -1.2 0.2 0.1
H 5.886000 0.619600 -4.899500 0.0 0.0 0.0
H 5.845200 -2.350000 -1.827600 0.0 -0.1 0.0
C -6.921500 2.040700 4.416100 -0.1 0.0 0.0
Se -1.253500 -2.149100 1.449800 0.0 0.1 -0.2
C -4.191500 -1.848900 3.183300 0.1 -0.2 -0.1
C -0.769700 -1.645800 5.682200 0.0 0.0 -0.1
C -3.245200 -1.067700 3.833100 0.4 -0.1 -0.1
C 4.130500 -1.074400 -1.931700 -0.1 0.0 0.1
C -3.561000 -0.461200 5.043300 0.1 -0.2 -0.1
H -2.255400 4.176200 -2.852100 0.0 0.0 0.0
N -0.627700 2.274000 1.108600 0.1 0.5 -0.3
N -3.484500 0.781300 -0.370600 0.2 -0.1 0.1
C -4.836800 1.311000 2.758500 0.1 0.0 0.0
H -6.282300 0.149100 1.696000 0.0 -0.1 -0.1
H -2.312600 -1.645400 -1.769200 0.0 0.0 -0.1
H 2.770900 -0.188800 5.226100 0.1 0.0 0.0
C 2.024800 2.614900 -1.909200 -0.2 -0.8 0.1
C 0.144000 -1.708600 6.717700 0.1 0.0 0.1
C -1.892400 2.135300 2.834200 0.2 -0.6 0.1
H -1.421400 -1.631800 -3.305800 0.0 0.0 0.2
H -3.919400 -2.339700 2.256900 0.0 0.0 0.0
H -0.134600 -2.178700 7.649200 0.0 0.0 0.1
```
Positions in Å, forces in eV/Å.

As for the multiplicity: 5. Its net charge is 0. The value obtained for the LUMO energy (alpha / beta) is 0.3 / -0.6 eV. As for the molar mass: 1072.0 g/mol.

Calculated atomic charges, method Mulliken, unit e: C -0.653; H 0.508; H 0.538; C -0.973; H 0.371; C -0.503; H 0.250; H 0.484; C -1.346; H 0.099; N -0.815; H 0.125; C -0.124; H 0.439; H 0.248; C 0.545; S -0.450; H 0.397; H 0.422; Se -0.400; H 0.314; C 0.452; Si 0.654; H 0.449; C 0.308; C -0.728; C 0.457; C -0.956; H 0.424; H -0.089; H 0.099; C -0.648; H 0.243; H 0.419; C -0.635; H 0.815; C -0.369; H 0.385; C -0.428; H -0.662; O -0.340; N -0.258; C -0.728; C -1.386; C -0.647; H 0.236; H 0.635; H 0.596; C 0.033; C -0.213; H 0.173; N 0.357; H 0.443; C 0.015; H 0.412; P -0.211; O -0.993; H 0.561; H 0.367; Os 1.563; C -0.970; C -0.371; C -0.717; H 0.276; H 0.064; P 1.516; H 0.423; C 0.771; H 0.297; C -1.115; H 0.178; C -0.743; C 0.581; H 0.379; H 0.387; C -0.898; Se -0.396; C -0.887; C -0.208; C -0.285; C -0.189; C 0.280; H 0.368; N -0.416; N -0.112; C 1.025; H 0.545; H -0.070; H 0.457; C -1.294; C -0.652; C 0.526; H 0.191; H 0.338; H 0.441

Below is 6 unconnected molecules or ions with the total composition C38H44BF5NO2PS in a non-equilibrium geometry, with properties calculated with ωB97M-V with the def2-TZVPD basis set.

Structure (XYZ):
```
93
Properties=species:S:1:pos:R:3:forces:R:3
C -3.138816 2.350749 0.955809 -0.1 -0.4 0.3
C -0.972050 -9.287648 0.638638 -0.1 0.0 0.0
H -1.243255 -2.757996 -0.181632 2.6 -1.1 0.9
H 5.250204 -7.005305 0.021319 -0.1 -0.1 0.1
H -0.867686 -1.281173 -6.524520 1.2 -1.6 1.5
H -4.794654 0.119926 2.927376 0.2 0.0 -0.1
H 2.809267 2.194212 -2.812964 -1.1 -1.4 1.5
C -4.492060 6.866306 0.083897 0.0 -0.1 -0.1
C -4.022195 0.524611 2.277881 0.2 0.3 -0.2
C 2.160141 1.561510 -2.072969 0.2 -0.1 0.8
C 1.550754 -0.479867 -6.427633 1.0 0.0 -1.2
H -0.410862 10.357666 4.482227 0.0 -0.1 0.1
C 0.447743 -8.064893 -0.885505 -0.1 0.0 0.0
C 0.272000 -9.096555 0.037922 -0.2 0.3 -0.2
H 2.662300 1.481356 -0.993619 -0.8 0.3 -2.5
H -4.994388 2.435204 2.049792 0.2 -0.1 0.0
H 1.103273 -9.750882 0.289210 -0.2 0.1 0.0
H 2.398352 -1.520444 -0.429754 -1.9 1.0 -1.3
C -1.866790 -7.424310 -0.621710 0.0 0.0 0.0
H -1.187670 3.944913 -4.628514 0.2 0.6 2.2
C -1.011602 4.301540 -3.526178 0.4 -0.2 -0.3
C -0.374534 -3.465735 -0.519063 -2.4 1.4 -5.3
C -3.322465 6.128341 0.228021 -0.1 1.2 0.7
H -2.709564 -6.787883 -0.870997 0.0 -0.1 0.1
H 6.832862 -10.335677 2.241574 -0.2 0.1 0.0
C 1.460080 -1.224939 -1.085404 -1.4 -2.8 0.2
H -5.553421 8.643049 0.684185 0.2 -0.1 0.0
S 0.510409 2.411895 -1.817293 0.6 0.9 -0.9
H 0.584264 -0.739909 -0.480196 2.0 -1.1 -1.2
H 1.053637 3.489798 -4.058294 -1.0 0.6 2.3
H -5.277848 6.504119 -0.570691 0.1 0.0 0.1
F 2.502473 -9.223673 2.825910 -0.2 0.0 0.1
H -2.822237 -1.273967 2.301028 0.0 0.1 0.0
H -1.392713 5.972386 1.152416 -0.1 0.0 0.0
H 1.044651 4.764839 -2.615989 -0.9 -2.0 -0.8
F -1.344253 7.936354 4.410698 -0.2 -0.1 0.2
H -1.163940 -0.221628 -3.289173 0.9 1.4 -1.2
C -0.169400 8.279120 4.955534 1.1 0.3 0.6
F -0.870116 -0.473958 0.788316 0.2 -0.2 0.1
C -1.932330 0.274987 1.112969 -1.3 0.9 0.4
H -1.866437 3.849976 -2.855020 1.8 1.1 -1.2
C -0.619805 -7.225858 -1.214354 0.1 -0.4 0.3
C 3.862800 -8.009104 1.330654 -0.1 0.0 0.0
F -3.227116 -8.638879 0.873546 -0.2 0.0 0.1
C 1.450143 9.968564 5.512072 0.0 -0.4 0.0
C -2.435849 7.771501 1.745596 -0.3 0.0 -0.3
O -0.615078 -2.899970 -2.044404 5.0 0.1 1.1
H 0.187693 -2.922419 -6.448485 -1.0 2.0 1.1
C 1.857452 7.652926 6.090808 -0.2 0.4 -0.2
C -2.294117 6.568428 1.054143 0.0 -0.1 -0.1
H -0.897534 -4.472778 -0.808512 2.0 1.2 1.5
H -0.922269 -2.457777 -4.982600 1.6 1.1 -1.6
H 7.148602 -8.497340 0.601030 -0.2 0.0 0.1
P 1.987066 -0.286983 -2.663364 1.9 0.5 0.8
C 0.868915 -2.840194 -1.556786 -3.2 -0.1 1.5
C -2.030590 -8.451737 0.300904 1.0 0.1 -0.4
F -3.183905 4.975285 -0.439720 0.0 0.0 -0.5
N 1.002031 -1.281893 -5.265757 -1.6 1.6 -0.4
B 0.658619 -0.420146 -4.064062 -2.8 0.1 -1.3
C 0.229793 9.610925 4.939465 -0.1 0.0 0.0
H 4.605668 -10.663811 3.317499 0.0 0.1 -0.1
H 2.569463 0.080327 -6.189365 -2.2 -1.2 -0.2
H 1.766539 11.008851 5.512065 -0.1 -0.2 0.0
H -1.634505 8.128174 2.387922 -0.3 -0.2 -0.4
C -2.030483 1.572359 0.622212 0.1 -0.1 0.0
H 2.494688 6.891650 6.533911 -0.2 0.1 -0.1
C -0.227705 -1.999160 -5.824115 -0.4 -0.8 -0.4
H 1.419013 -7.912544 -1.351334 -0.2 0.0 0.1
H -3.722087 9.452424 2.154455 0.0 -0.2 -0.1
C 6.177332 -8.649688 1.066859 0.0 0.0 0.0
H -0.479385 -6.420510 -1.931044 -0.1 -0.2 0.1
H 3.217705 9.267225 6.527649 -0.2 0.0 -0.1
H 0.295977 6.265407 5.530990 0.0 0.1 0.0
H -3.228774 3.363541 0.570958 0.1 -0.6 0.2
H -0.999086 5.474610 -3.537992 -0.3 -2.3 0.2
H -1.244961 1.965741 -0.014702 -0.1 -0.1 0.1
H -1.123921 -10.079015 1.365135 0.0 0.1 -0.1
C 2.263669 8.989611 6.084573 0.0 -0.1 0.0
C 3.699000 -9.036532 2.253268 1.0 0.2 -0.5
H 1.781297 -1.248438 -7.304102 -0.4 1.7 1.8
O -0.668244 0.241303 -4.042737 1.5 -2.9 1.3
C 4.757539 -9.872442 2.591002 -0.1 0.0 0.0
C -4.132297 1.826182 1.786232 0.1 -0.1 0.0
C -3.610150 8.516356 1.611483 0.0 -0.1 0.0
C 6.001590 -9.681351 1.990286 -0.3 0.3 -0.2
C 0.631771 7.297243 5.527980 -0.1 0.0 0.0
C -4.638705 8.063672 0.783786 0.4 -0.1 0.1
H 0.772012 0.307849 -6.860334 1.5 -1.5 1.0
H 1.707808 -3.653270 -2.013965 -2.8 2.3 1.2
C 5.109784 -7.810654 0.738010 0.1 -0.4 0.3
C -2.919377 -0.257236 1.935036 0.1 -0.1 0.0
H 3.020025 -7.372677 1.081367 0.0 -0.1 0.1
C 0.500833 3.825839 -3.060765 0.2 0.9 -1.3
```
Positions in Å, forces in eV/Å.

Its net charge is 0. The value obtained for the LUMO energy is 0.4 eV. As for the molar mass: 715.6 g/mol. The SMILES is CCSCP(C[C@H]1CO1)B(O)N(C)C.Fc1ccccc1.Fc1ccccc1.Fc1ccccc1.Fc1ccccc1.Fc1ccccc1.

Calculated atomic charges, method Mulliken, unit e: C -0.222; C -0.549; H 0.168; H 0.356; H 0.221; H 0.365; H 0.380; C -0.543; C -0.425; C -0.799; C -0.892; H 0.399; C -0.791; C -0.189; H 0.317; H 0.406; H 0.406; H 0.375; C -0.578; H 0.245; C -0.714; C -0.255; C 0.242; H 0.430; H 0.352; C 0.186; H 0.364; S 0.142; H -0.252; H 0.227; H 0.420; F -0.313; H 0.408; H 0.465; H 0.325; F -0.293; H 0.293; C 0.338; F -0.282; C 0.313; H 0.129; C -0.258; C -0.128; F -0.317; C -0.410; C -0.067; O -0.375; H 0.312; C -0.383; C -0.251; H -0.004; H 0.199; H 0.359; P -0.198; C 0.019; C 0.422; F -0.318; N -0.104; B 0.636; C -0.284; H 0.400; H 0.253; H 0.344; H 0.235; C -0.229; H 0.351; C -0.731; H 0.419; H 0.361; C -0.410; H 0.596; H 0.356; H 0.411; H 0.602; H 0.270; H 0.175; H 0.417; C -0.448; C 0.167; H 0.275; O -0.473; C -0.444; C -0.690; C -0.577; C -0.386; C -0.397; C -0.352; H 0.275; H 0.237; C -0.466; C -0.598; H 0.514; C -0.486